No. 1
{
  "formula": "C12H36NO9",
  "method": "ωB97M-V with the def2-TZVPD basis set",
  "elements": ["N", "O", "O", "O", "C", "C", "O", "H", "H", "H", "H", "H", "H", "C", "C", "O", "H", "H", "H", "H", "H", "H", "C", "C", "O", "H", "H", "H", "H", "H", "H", "C", "C", "O", "H", "H", "H", "H", "H", "H", "C", "C", "O", "H", "H", "H", "H", "H", "H", "C", "C", "O", "H", "H", "H", "H", "H", "H"],
  "positions_angstrom": [[-15.3339, -51.4475, -8.5895], [-14.5739, -52.3796, -8.8699], [-15.5343, -50.5046, -9.3976], [-16.2136, -51.7016, -7.6850], [-14.1890, -55.0542, -4.3783], [-14.4268, -54.0519, -5.4972], [-15.7922, -54.3626, -5.9774], [-13.1686, -55.0326, -3.9295], [-14.1501, -55.9242, -4.8622], [-15.0052, -55.0582, -3.6094], [-13.8873, -54.0481, -6.2670], [-14.2086, -52.8096, -5.1400], [-16.1301, -53.7506, -6.7465], [-17.1528, -51.9602, -13.6649], [-16.2306, -51.3939, -12.5899], [-16.1121, -52.3607, -11.6036], [-17.2693, -51.4535, -14.5621], [-18.1126, -52.2848, -13.3235], [-16.7628, -52.8518, -13.9622], [-16.7618, -50.7200, -12.2288], [-15.2991, -50.9461, -12.9014], [-15.8075, -51.7962, -10.7514], [-19.4315, -48.0848, -8.3290], [-18.3341, -49.0474, -8.3011], [-17.1821, -48.4342, -8.9353], [-20.3458, -48.3325, -7.8908], [-19.8837, -47.8924, -9.3966], [-19.0541, -47.0997, -7.9060], [-18.4325, -50.1313, -8.7642], [-18.0596, -49.1776, -7.2687], [-16.5025, -49.1461, -8.9452], [-11.2520, -49.6236, -11.9478], [-12.5254, -50.3168, -11.3416], [-12.7534, -49.7373, -10.0996], [-11.9142, -48.9267, -12.6245], [-10.7329, -50.0455, -12.6102], [-10.4530, -49.1487, -11.3455], [-12.1919, -51.3128, -11.1715], [-13.2755, -50.0093, -12.0376], [-13.5375, -50.2036, -9.6231], [-12.6561, -56.6786, -10.7224], [-13.6593, -55.5879, -10.2191], [-12.8592, -54.3942, -10.0782], [-13.2039, -57.7390, -10.9030], [-11.7640, -57.0998, -10.0450], [-12.1447, -56.4178, -11.7901], [-13.8194, -55.9475, -9.1426], [-14.3948, -55.5813, -10.9308], [-13.3948, -53.6814, -9.9633], [-20.5135, -53.6591, -6.5271], [-19.0568, -53.0693, -6.8418], [-19.1114, -52.2377, -7.9922], [-20.4805, -54.1421, -5.6206], [-20.8646, -54.3278, -7.3273], [-21.1045, -52.9016, -6.6738], [-18.5297, -53.9794, -7.1090], [-18.9517, -52.3649, -5.8950], [-18.2468, -52.1098, -8.0082]],
  "nbo_charge": [0.711, -0.497, -0.553, -0.561, -0.630, 0.008, -0.785, 0.201, 0.202, 0.216, 0.156, 0.111, 0.510, -0.624, -0.042, -0.743, 0.195, 0.206, 0.198, 0.150, 0.142, 0.492, -0.622, -0.084, -0.775, 0.208, 0.190, 0.209, 0.185, 0.157, 0.495, -0.609, -0.059, -0.751, 0.181, 0.181, 0.210, 0.172, 0.159, 0.496, -0.629, -0.085, -0.734, 0.191, 0.208, 0.203, 0.173, 0.184, 0.487, -0.614, -0.083, -0.722, 0.197, 0.187, 0.198, 0.186, 0.173, 0.475],
  "relative_energy_kcal_mol": 159.9,
  "total_energy_ev": -32935.424,
  "homo_ev": -6.61,
  "charge": -1
}

No. 2
{
  "formula": "C12H36NaO6S6",
  "method": "ωB97M-V with the def2-TZVPD basis set",
  "elements": ["Na", "C", "S", "O", "C", "H", "H", "H", "H", "H", "H", "C", "S", "O", "C", "H", "H", "H", "H", "H", "H", "C", "S", "O", "C", "H", "H", "H", "H", "H", "H", "C", "S", "O", "C", "H", "H", "H", "H", "H", "H", "C", "S", "O", "C", "H", "H", "H", "H", "H", "H", "C", "S", "O", "C", "H", "H", "H", "H", "H", "H"],
  "positions_angstrom": [[0.3302, 0.0086, -0.0579], [-1.3924, 4.7496, 0.6787], [-1.5968, 2.9787, 0.4975], [-0.2682, 2.4482, 0.1239], [-1.8254, 2.5724, 2.2496], [-0.7401, 4.9418, 1.5258], [-2.3775, 5.2012, 0.8042], [-0.9548, 5.1060, -0.2500], [-1.3991, 3.3425, 2.8872], [-1.2857, 1.6328, 2.3777], [-2.8912, 2.4352, 2.4281], [-3.0214, -1.4926, 3.1920], [-2.4049, -1.7792, 1.5488], [-1.2447, -0.8770, 1.3813], [-1.7169, -3.3913, 1.8515], [-2.2989, -1.8035, 3.9447], [-3.9609, -2.0302, 3.3327], [-3.2087, -0.4237, 3.2755], [-0.9652, -3.3162, 2.6372], [-1.2193, -3.6963, 0.9315], [-2.4991, -4.1021, 2.1144], [3.8289, 0.8708, 2.7390], [2.4207, 1.8539, 2.2062], [1.3637, 0.8767, 1.8667], [2.0140, 2.4900, 3.8315], [3.4369, 0.1080, 3.4137], [4.5649, 1.5025, 3.2286], [4.1921, 0.3783, 1.8408], [0.9797, 2.8243, 3.7857], [2.6795, 3.3166, 4.0693], [2.0883, 1.6835, 4.5612], [2.8307, -0.0099, -4.1948], [1.3392, -0.3171, -3.2502], [1.3116, 0.6887, -2.1604], [0.2298, 0.2705, -4.5212], [3.6724, 0.0326, -3.5055], [2.7485, 0.9402, -4.7183], [2.9977, -0.8440, -4.8771], [-0.7920, 0.1355, -4.1842], [0.4012, -0.3416, -5.4120], [0.4766, 1.3074, -4.7385], [-4.1965, 0.2728, -0.6111], [-3.0349, 0.6236, -1.9183], [-1.7854, -0.0889, -1.5423], [-3.8316, -0.4100, -3.1366], [-5.1741, 0.7075, -0.8174], [-3.7861, 0.7054, 0.2971], [-4.2862, -0.8113, -0.5227], [-3.1659, -0.4489, -3.9954], [-4.8110, -0.0110, -3.3966], [-3.9535, -1.4150, -2.7291], [4.2320, -2.1178, -0.5347], [2.6833, -2.8806, -0.0301], [1.6111, -1.8639, -0.1871], [2.5327, -3.9714, -1.4341], [4.9602, -2.9285, -0.5993], [4.5335, -1.4437, 0.2621], [4.1380, -1.6082, -1.4904], [1.6804, -4.6219, -1.2508], [3.4304, -4.5872, -1.4888], [2.3798, -3.3728, -2.3292]],
  "nbo_charge": [0.879, -0.822, 1.251, -1.002, -0.842, 0.226, 0.235, 0.252, 0.222, 0.277, 0.225, -0.837, 1.285, -1.026, -0.833, 0.237, 0.239, 0.241, 0.239, 0.245, 0.237, -0.822, 1.292, -1.021, -0.831, 0.234, 0.237, 0.228, 0.238, 0.238, 0.231, -0.835, 1.276, -1.006, -0.823, 0.240, 0.235, 0.233, 0.239, 0.230, 0.238, -0.839, 1.282, -1.019, -0.830, 0.238, 0.232, 0.232, 0.237, 0.239, 0.232, -0.821, 1.280, -1.030, -0.830, 0.235, 0.236, 0.231, 0.242, 0.236, 0.237],
  "total_energy_ev": -94734.156,
  "homo_ev": -10.94,
  "charge": 1
}

No. 3
{
  "formula": "C12H36O6",
  "method": "ωB97M-V with the def2-TZVPD basis set",
  "elements": ["C", "C", "O", "H", "H", "H", "H", "H", "H", "C", "C", "O", "H", "H", "H", "H", "H", "H", "C", "C", "O", "H", "H", "H", "H", "H", "H", "C", "C", "O", "H", "H", "H", "H", "H", "H", "C", "C", "O", "H", "H", "H", "H", "H", "H", "C", "C", "O", "H", "H", "H", "H", "H", "H"],
  "positions_angstrom": [[-3.0804, 3.9188, 3.0458], [-2.1007, 2.7800, 2.8478], [-2.7859, 1.5864, 3.2283], [-3.7687, 4.0254, 2.2010], [-2.6078, 4.9028, 3.1014], [-3.7050, 3.7574, 3.9214], [-1.2178, 2.9443, 3.4766], [-1.7778, 2.6799, 1.8059], [-2.2034, 0.8267, 3.1008], [-4.1153, -3.3566, 2.3845], [-2.6139, -3.1535, 2.2847], [-2.3710, -1.7546, 2.2924], [-4.6584, -2.8038, 1.6188], [-4.5032, -3.0716, 3.3599], [-4.3864, -4.4018, 2.1829], [-2.2024, -3.6292, 1.3826], [-2.0561, -3.6708, 3.0749], [-1.7389, -1.4949, 1.5864], [2.3169, 4.0877, -3.3499], [3.1267, 5.3668, -3.5016], [4.1613, 5.3588, -2.5089], [1.7765, 3.9333, -4.2901], [1.6095, 4.0133, -2.5285], [3.0319, 3.2638, -3.3130], [2.5235, 6.2720, -3.4033], [3.5592, 5.2975, -4.5059], [4.6798, 6.1602, -2.6467], [2.7772, -1.5098, 1.6608], [3.6103, -1.5398, 0.4065], [3.4646, -2.8235, -0.2091], [3.2268, -2.1579, 2.4153], [1.7571, -1.8702, 1.5026], [2.6387, -0.5256, 2.1072], [4.6721, -1.3884, 0.6235], [3.3206, -0.7468, -0.2936], [4.1207, -2.9856, -0.8895], [0.2570, 0.8959, -1.1338], [-1.1186, 0.3696, -0.7203], [-0.9459, -0.7390, 0.1717], [0.7351, 0.1914, -1.8212], [0.9494, 0.9725, -0.2974], [0.1720, 1.8154, -1.7196], [-1.6411, -0.0186, -1.5955], [-1.6780, 1.1392, -0.1994], [-0.3797, -1.4330, -0.2093], [-1.0302, -3.5582, -2.2619], [0.3493, -3.7235, -1.6403], [0.8258, -2.4681, -1.2049], [-1.8073, -3.3775, -1.5223], [-1.2501, -4.4393, -2.8663], [-1.0037, -2.7396, -2.9844], [1.0131, -4.0936, -2.4341], [0.3519, -4.5344, -0.9055], [1.7205, -2.5495, -0.8274]],
  "nbo_charge": [-0.630, -0.060, -0.730, 0.204, 0.205, 0.223, 0.153, 0.152, 0.482, -0.625, -0.057, -0.769, 0.212, 0.211, 0.198, 0.147, 0.153, 0.506, -0.626, -0.064, -0.725, 0.207, 0.211, 0.215, 0.162, 0.156, 0.465, -0.640, -0.070, -0.751, 0.214, 0.222, 0.226, 0.172, 0.166, 0.484, -0.642, -0.051, -0.791, 0.211, 0.210, 0.208, 0.166, 0.182, 0.505, -0.629, -0.059, -0.775, 0.213, 0.214, 0.211, 0.153, 0.166, 0.508],
  "relative_energy_kcal_mol": 43.1,
  "smiles": "CCO.CCO.CCO.CCO.CCO.CCO",
  "total_energy_ev": -25311.330,
  "homo_ev": -9.46
}

No. 4
{
  "formula": "C12H38O12",
  "method": "ωB97M-V with the def2-TZVPD basis set",
  "elements": ["C", "C", "O", "O", "H", "H", "H", "H", "H", "H", "C", "C", "O", "O", "H", "H", "H", "H", "H", "H", "C", "C", "O", "O", "H", "H", "H", "H", "H", "H", "C", "C", "O", "O", "H", "H", "H", "H", "H", "H", "C", "C", "O", "O", "H", "H", "H", "H", "H", "H", "O", "H", "H", "C", "C", "O", "H", "H", "H", "H", "H", "H"],
  "positions_angstrom": [[5.1060, 12.2147, 10.9286], [4.5719, 13.2575, 9.9534], [5.2712, 14.4798, 10.1792], [4.9364, 12.7559, 12.3114], [6.1653, 12.1566, 10.7613], [4.6118, 11.2673, 10.8837], [3.4768, 13.4634, 10.1457], [4.7928, 13.0603, 8.8971], [5.1246, 14.7181, 11.1294], [5.8036, 12.5433, 12.6039], [9.7710, 13.5031, 8.2715], [8.3037, 13.5526, 8.4696], [7.9882, 14.8507, 9.0299], [10.4231, 13.4133, 9.5001], [10.0527, 14.4536, 7.8451], [10.1690, 12.6830, 7.6523], [8.0456, 12.7312, 9.1892], [7.8272, 13.2286, 7.5427], [7.0599, 14.8157, 9.1974], [9.8730, 13.7698, 10.1919], [12.2191, 6.6844, 4.8835], [10.8814, 7.4231, 4.8410], [10.8938, 8.8061, 5.2074], [12.0160, 5.3046, 4.3758], [12.7708, 6.6234, 5.8018], [12.8249, 7.1996, 4.1126], [10.1902, 6.9424, 5.5045], [10.5701, 7.3249, 3.8230], [10.6029, 9.0057, 6.1177], [11.5305, 4.8915, 5.0849], [10.7742, 8.0166, 13.0785], [11.3423, 8.8421, 14.1958], [10.2314, 9.4375, 14.8495], [10.0403, 8.8200, 12.1582], [10.1382, 7.2218, 13.4731], [11.6420, 7.6430, 12.5123], [11.9380, 9.6227, 13.7308], [11.9842, 8.2194, 14.8296], [10.2887, 9.3493, 15.7847], [9.1746, 8.9811, 12.5441], [8.9585, 9.7377, 8.3289], [7.9567, 9.1454, 7.3698], [6.6553, 9.2914, 7.8599], [10.3024, 9.4254, 7.9081], [8.8985, 9.4318, 9.3767], [8.8385, 10.7881, 8.3407], [8.0739, 8.0363, 7.3449], [8.1338, 9.6036, 6.3941], [6.1043, 9.5313, 7.1333], [10.9484, 9.6044, 8.5525], [11.6776, 10.7763, 10.2186], [11.2559, 11.6268, 10.0744], [11.0319, 10.3465, 10.7617], [6.0343, 6.7255, 12.0549], [6.2822, 7.3237, 10.7410], [5.7351, 8.6561, 10.6182], [5.0097, 6.8783, 12.2792], [6.7386, 7.2008, 12.7387], [6.2622, 5.6860, 12.0314], [5.8375, 6.6993, 9.9696], [7.3656, 7.3581, 10.4239], [5.9254, 9.0304, 9.7432]],
  "nbo_charge": [-0.107, -0.089, -0.756, -0.731, 0.166, 0.199, 0.177, 0.189, 0.491, 0.469, -0.091, -0.111, -0.730, -0.741, 0.182, 0.190, 0.149, 0.174, 0.498, 0.480, -0.093, -0.078, -0.763, -0.721, 0.171, 0.179, 0.146, 0.177, 0.505, 0.454, -0.080, -0.097, -0.737, -0.744, 0.169, 0.182, 0.178, 0.174, 0.477, 0.480, -0.079, -0.088, -0.739, -0.768, 0.180, 0.158, 0.171, 0.186, 0.483, 0.513, -0.970, 0.492, 0.477, -0.625, -0.051, -0.767, 0.221, 0.199, 0.215, 0.153, 0.152, 0.496],
  "relative_energy_kcal_mol": 3.0,
  "smiles": "OCCO.OCCO.OCCO.OCCO.OCCO.CCO.O",
  "total_energy_ev": -37626.837,
  "homo_ev": -9.72
}